Formula: C19H21NO5
Source: the Open Molecules 2025 dataset
Level of theory: ωB97M-V/def2-TZVPD

- E_LUMO (Eh) = 0.0285
- SMILES string = COc1ccccc1OCCCC(=O)Nc1ccc2c(c1)OCCO2
- gap between HOMO and LUMO (eV) = 8.440

Geometry (Å):
C: 0.637 -3.947 1.386
O: 0.554 -2.907 0.430
C: 1.493 -1.896 0.573
C: 2.435 -1.709 -0.423
C: 3.320 -0.646 -0.360
C: 3.269 0.223 0.712
C: 2.336 0.044 1.720
C: 1.436 -1.011 1.662
O: 0.476 -1.258 2.599
C: -0.008 -0.177 3.374
C: -1.430 -0.515 3.827
C: -2.295 -0.994 2.653
C: -2.190 -0.002 1.500
O: -2.653 1.117 1.578
N: -1.515 -0.492 0.427
C: -1.165 0.162 -0.760
C: -0.534 -0.592 -1.750
C: -0.165 -0.004 -2.941
C: -0.410 1.344 -3.169
C: -1.015 2.106 -2.168
C: -1.399 1.512 -0.973
O: -1.245 3.451 -2.318
C: -0.546 4.021 -3.399
C: -0.661 3.127 -4.634
O: -0.054 1.880 -4.386
H: 0.505 -3.568 2.402
H: -0.165 -4.642 1.143
H: 1.600 -4.463 1.315
H: 2.447 -2.393 -1.256
H: 4.044 -0.501 -1.147
H: 3.957 1.053 0.772
H: 2.308 0.731 2.551
H: 0.639 -0.013 4.247
H: -0.023 0.737 2.769
H: -1.400 -1.294 4.590
H: -1.866 0.385 4.260
H: -3.335 -1.037 2.976
H: -1.977 -1.988 2.341
H: -1.158 -1.439 0.487
H: -0.340 -1.639 -1.583
H: 0.313 -0.576 -3.720
H: -1.880 2.118 -0.225
H: 0.516 4.140 -3.140
H: -0.992 5.002 -3.575
H: -1.724 2.987 -4.878
H: -0.142 3.562 -5.489

Atomic forces in eV per Å
0.0 -0.3 0.3
0.1 0.6 -0.2
0.0 -0.1 0.1
-0.2 -0.1 0.1
0.1 0.0 0.0
0.0 0.0 -0.1
-0.2 0.0 0.2
0.0 -0.2 -0.1
0.2 -0.3 -0.2
-0.3 0.3 0.4
0.3 -0.1 -0.3
0.0 0.2 0.1
-0.1 -0.6 0.1
-0.1 0.4 0.1
0.1 -0.4 -0.1
0.0 0.4 -0.4
-0.1 0.1 0.0
-0.1 0.3 0.0
-0.1 0.1 0.0
0.2 -0.2 -0.1
0.0 0.1 0.0
-0.2 -0.3 0.2
0.2 0.0 -0.5
-0.2 0.5 0.2
0.2 -0.3 0.2
0.0 0.0 -0.1
0.1 0.0 0.1
0.0 0.0 0.0
0.0 -0.1 -0.1
0.1 0.0 -0.1
0.1 0.1 0.0
0.0 0.0 0.1
0.0 0.0 -0.2
0.0 -0.1 0.0
0.0 0.0 0.1
0.0 0.0 0.1
0.0 0.0 -0.1
0.0 0.0 0.0
-0.1 0.1 0.2
0.0 -0.2 0.0
0.1 -0.1 -0.1
0.0 0.0 0.1
-0.1 0.0 0.0
0.1 -0.1 0.0
0.1 0.0 0.0
-0.1 0.0 0.1

Formula: C82H215N17O10
Source: the Open Molecules 2025 dataset
Level of theory: ωB97M-V/def2-TZVPD

- E_LUMO (Eh) = 0.0215
- gap between HOMO and LUMO (eV) = 8.449

Geometry (Å):
C: 4.421 -5.074 2.285
C: 2.871 -5.048 1.996
N: 2.114 -5.938 2.893
C: 0.816 -6.359 2.356
C: 0.950 -7.028 0.985
C: 1.938 -5.302 4.242
C: 1.157 -6.241 5.220
H: 4.845 -6.026 2.230
H: 4.753 -4.668 3.264
H: 5.048 -4.498 1.617
H: 2.525 -3.998 2.115
H: 2.789 -5.392 0.959
H: 0.398 -7.222 2.958
H: 0.118 -5.501 2.359
H: 0.097 -7.705 0.786
H: 1.054 -6.243 0.194
H: 1.833 -7.695 1.037
H: 1.423 -4.284 4.273
H: 2.983 -5.057 4.505
H: 0.094 -6.251 4.981
H: 1.387 -6.035 6.271
H: 1.497 -7.301 5.034
C: -4.900 1.172 -1.606
C: -4.157 1.530 -2.755
N: -2.932 0.716 -2.983
C: -2.152 1.156 -4.189
C: -0.830 0.482 -4.303
C: -3.221 -0.732 -3.081
C: -4.177 -1.231 -4.163
H: -4.316 1.011 -0.671
H: -5.487 0.249 -1.739
H: -5.667 1.923 -1.392
H: -4.816 1.637 -3.642
H: -3.829 2.570 -2.553
H: -2.722 0.992 -5.119
H: -2.007 2.191 -4.108
H: -0.294 0.539 -3.351
H: -0.929 -0.587 -4.566
H: -0.223 0.918 -5.064
H: -3.751 -1.069 -2.208
H: -2.361 -1.361 -3.132
H: -4.020 -0.775 -5.131
H: -5.204 -0.911 -3.929
H: -4.259 -2.332 -4.311
C: -2.287 -2.792 3.887
C: -2.746 -3.144 2.461
N: -3.795 -4.152 2.322
C: -5.038 -3.594 2.885
C: -6.216 -4.520 2.625
C: -3.411 -5.460 2.942
C: -3.624 -6.661 1.996
H: -2.034 -3.671 4.466
H: -3.041 -2.226 4.405
H: -1.378 -2.153 3.922
H: -3.156 -2.225 2.017
H: -1.850 -3.457 1.884
H: -4.925 -3.453 3.997
H: -5.237 -2.626 2.445
H: -7.130 -4.001 2.988
H: -6.351 -4.575 1.508
H: -6.173 -5.506 3.088
H: -3.968 -5.599 3.876
H: -2.349 -5.379 3.074
H: -4.693 -6.878 1.931
H: -3.043 -7.480 2.443
H: -3.193 -6.423 1.032
C: 2.801 0.049 -7.329
C: 2.237 -0.755 -8.500
N: 0.949 -0.230 -8.886
C: -0.072 -0.773 -8.016
C: -1.255 0.159 -7.800
C: 0.667 -0.536 -10.269
C: 1.385 0.410 -11.242
H: 2.150 -0.044 -6.466
H: 2.851 1.154 -7.602
H: 3.838 -0.255 -6.997
H: 2.940 -0.647 -9.403
H: 2.160 -1.799 -8.298
H: 0.347 -0.921 -7.026
H: -0.464 -1.744 -8.426
H: -2.056 -0.477 -7.439
H: -1.540 0.506 -8.823
H: -1.116 0.992 -7.097
H: 0.994 -1.555 -10.576
H: -0.435 -0.475 -10.469
H: 2.435 0.284 -11.113
H: 1.098 0.136 -12.255
H: 1.113 1.442 -11.025
C: -1.706 0.953 1.991
C: -1.473 0.248 0.670
N: -0.070 -0.001 0.332
C: 0.679 1.243 0.220
C: 0.451 2.030 -1.146
C: 0.154 -0.860 -0.818
C: -0.276 -2.315 -0.675
H: -0.878 0.806 2.689
H: -2.600 0.576 2.468
H: -1.942 2.043 1.830
H: -1.973 -0.701 0.722
H: -1.998 0.643 -0.252
H: 0.357 1.949 1.024
H: 1.740 1.108 0.295
H: -0.587 2.200 -1.331
H: 1.015 2.953 -1.088
H: 0.952 1.504 -1.914
H: 1.220 -0.739 -1.086
H: -0.497 -0.608 -1.659
H: -0.202 -2.810 -1.667
H: -1.302 -2.507 -0.361
H: 0.225 -2.938 0.057
C: 4.028 -1.299 3.550
C: 2.675 -1.247 4.345
N: 2.887 -0.339 5.465
C: 1.721 0.438 5.865
C: 1.156 1.398 4.791
C: 3.485 -1.070 6.592
C: 3.911 -0.261 7.813
H: 4.928 -1.338 4.175
H: 4.138 -0.431 2.900
H: 4.044 -2.155 2.905
H: 1.895 -0.859 3.611
H: 2.403 -2.251 4.619
H: 0.866 -0.159 6.263
H: 2.032 1.022 6.723
H: 1.883 2.142 4.512
H: 0.835 0.935 3.860
H: 0.400 2.048 5.149
H: 4.360 -1.623 6.237
H: 2.798 -1.917 6.970
H: 4.593 -0.958 8.329
H: 3.005 0.042 8.358
H: 4.446 0.616 7.506
C: 3.158 7.779 1.601
C: 2.694 6.367 1.878
N: 1.534 5.890 1.170
C: 1.883 5.747 -0.266
C: 0.618 6.027 -1.069
C: 1.030 4.659 1.763
C: 0.257 4.900 3.084
H: 2.265 8.417 1.689
H: 3.544 7.966 0.624
H: 3.957 8.082 2.258
H: 3.513 5.732 1.652
H: 2.544 6.504 2.985
H: 2.661 6.434 -0.487
H: 2.286 4.714 -0.519
H: 0.770 5.645 -2.081
H: -0.256 5.663 -0.578
H: 0.534 7.112 -1.230
H: 1.871 3.974 1.886
H: 0.289 4.188 1.119
H: -0.356 5.814 3.027
H: 0.944 5.066 3.931
H: -0.266 4.023 3.345
C: 4.909 3.250 5.026
C: 5.357 1.895 4.514
C: 5.919 2.141 3.103
O: 5.122 2.793 2.148
C: 4.105 1.890 1.708
N: 6.367 1.210 5.299
H: 4.375 3.102 5.905
H: 4.168 3.753 4.340
H: 5.603 4.085 5.173
H: 4.512 1.253 4.422
H: 6.237 1.168 2.663
H: 6.841 2.764 3.201
H: 3.438 1.491 2.499
H: 4.661 1.069 1.215
H: 3.484 2.420 0.918
H: 6.921 1.917 5.758
H: 5.929 0.487 5.828
C: 4.806 -1.739 0.235
C: 5.314 -2.288 -1.084
C: 4.140 -2.113 -2.026
O: 3.756 -0.747 -2.136
C: 2.943 -0.591 -3.305
N: 6.470 -1.659 -1.597
H: 5.599 -2.006 0.966
H: 3.927 -2.266 0.605
H: 4.587 -0.635 0.251
H: 5.396 -3.412 -0.980
H: 3.325 -2.791 -1.683
H: 4.364 -2.527 -3.058
H: 3.582 -0.433 -4.229
H: 2.425 0.423 -3.152
H: 2.216 -1.380 -3.494
H: 6.182 -0.723 -1.832
H: 7.155 -1.569 -0.889
C: -5.316 -5.319 -1.312
C: -4.919 -3.867 -1.489
C: -6.036 -2.805 -1.079
O: -7.169 -2.894 -1.830
C: -8.269 -2.100 -1.565
N: -3.668 -3.627 -0.749
H: -4.422 -5.810 -1.695
H: -6.223 -5.625 -1.863
H: -5.367 -5.508 -0.238
H: -4.822 -3.702 -2.528
H: -5.525 -1.876 -1.180
H: -6.293 -2.848 -0.019
H: -8.205 -1.151 -2.096
H: -8.356 -1.885 -0.487
H: -9.156 -2.705 -1.850
H: -3.802 -3.748 0.296
H: -3.275 -2.710 -0.972
C: -2.604 8.107 2.131
C: -3.488 6.879 1.897
C: -2.797 6.090 0.775
O: -3.435 4.799 0.679
C: -2.872 3.993 -0.364
N: -3.387 6.055 3.097
H: -1.588 7.663 2.241
H: -2.973 8.669 3.000
H: -2.634 8.720 1.211
H: -4.525 7.171 1.523
H: -1.803 5.910 1.095
H: -2.894 6.634 -0.156
H: -3.203 2.960 -0.282
H: -1.757 4.098 -0.251
H: -3.206 4.359 -1.332
H: -3.561 6.508 4.005
H: -3.856 5.181 3.152
C: -2.652 2.152 7.053
C: -1.557 2.729 7.940
C: -1.755 4.163 7.974
O: -1.366 4.711 6.752
C: -1.647 6.113 6.669
N: -1.510 1.997 9.258
H: -3.622 2.295 7.499
H: -2.521 1.054 6.883
H: -2.698 2.610 6.060
H: -0.617 2.518 7.433
H: -1.184 4.699 8.767
H: -2.774 4.456 8.211
H: -1.616 6.458 5.630
H: -0.944 6.706 7.260
H: -2.635 6.320 7.134
H: -0.981 2.592 9.896
H: -2.478 1.912 9.568
C: 4.623 -6.883 -3.739
C: 3.165 -6.460 -3.579
C: 2.326 -7.707 -3.743
O: 2.617 -8.531 -2.628
C: 1.886 -9.735 -2.616
N: 2.903 -5.840 -2.304
H: 4.924 -7.420 -4.681
H: 4.871 -7.606 -2.977
H: 5.315 -5.991 -3.642
H: 3.099 -5.688 -4.338
H: 2.625 -8.201 -4.657
H: 1.264 -7.377 -3.763
H: 2.270 -10.244 -1.785
H: 2.014 -10.390 -3.468
H: 0.802 -9.488 -2.543
H: 1.916 -5.587 -2.201
H: 3.103 -6.541 -1.567
C: -0.647 4.495 -4.949
C: 0.544 4.303 -5.851
C: 1.696 3.672 -5.126
O: 1.920 4.390 -3.920
C: 2.777 5.487 -4.103
N: 0.175 3.395 -6.938
H: -0.388 5.236 -4.234
H: -0.894 3.504 -4.530
H: -1.440 4.831 -5.611
H: 0.861 5.265 -6.145
H: 2.596 3.672 -5.724
H: 1.446 2.649 -4.772
H: 2.755 6.088 -3.218
H: 2.416 6.103 -4.943
H: 3.788 5.135 -4.400
H: 1.049 3.064 -7.414
H: -0.446 3.818 -7.672
C: 6.123 6.001 -1.796
C: 5.721 5.052 -0.643
C: 5.407 3.678 -1.209
O: 4.146 3.667 -1.855
C: 3.890 2.453 -2.555
N: 6.726 4.929 0.371
H: 6.207 6.997 -1.383
H: 5.352 5.964 -2.609
H: 7.075 5.623 -2.222
H: 4.863 5.368 -0.098
H: 5.420 2.968 -0.396
H: 6.221 3.464 -1.854
H: 4.484 2.356 -3.475
H: 2.806 2.408 -2.928
H: 4.179 1.606 -1.914
H: 6.857 5.786 0.836
H: 6.386 4.267 1.032
C: -5.069 1.568 3.913
C: -6.156 2.114 2.987
C: -7.195 2.761 3.923
O: -7.999 1.749 4.395
C: -8.879 2.220 5.401
N: -5.629 3.213 2.167
H: -4.500 2.394 4.367
H: -4.383 0.925 3.347
H: -5.522 1.007 4.743
H: -6.658 1.324 2.394
H: -7.732 3.529 3.375
H: -6.658 3.279 4.725
H: -9.264 3.288 5.219
H: -8.327 2.181 6.319
H: -9.793 1.608 5.365
H: -6.117 3.369 1.342
H: -4.720 3.080 1.742
C: -2.080 -3.763 -5.685
C: -1.376 -4.262 -4.443
C: -1.298 -5.774 -4.435
O: -0.700 -6.335 -3.287
C: -1.479 -6.202 -2.079
N: -0.118 -3.558 -4.282
H: -2.042 -2.681 -5.723
H: -3.102 -4.111 -5.606
H: -1.562 -4.118 -6.573
H: -2.007 -3.896 -3.571
H: -0.739 -6.136 -5.296
H: -2.275 -6.249 -4.549
H: -2.452 -6.568 -2.335
H: -1.469 -5.138 -1.717
H: -1.093 -6.961 -1.345
H: 0.345 -3.722 -5.148
H: 0.582 -3.846 -3.552

Atomic forces in eV per Å
-0.6 1.5 1.0
1.4 0.1 0.5
-0.6 0.6 0.8
-0.1 -1.3 0.0
0.2 0.4 -0.3
0.1 0.0 -0.2
1.6 -1.0 -0.9
0.2 -1.9 -0.1
-0.7 -0.2 -0.2
-0.4 0.5 -0.7
0.0 -0.3 -0.4
-0.3 0.3 0.3
0.4 1.4 0.0
-0.2 -0.3 -0.1
0.2 0.6 -0.1
-0.1 -1.0 0.3
-0.2 0.5 -0.3
0.2 -1.0 -0.7
-0.5 -0.4 0.7
0.0 0.3 0.4
-0.4 0.2 -0.3
-0.2 1.0 0.2
-2.5 -1.9 3.3
2.6 1.8 -2.6
-0.1 -0.6 -1.0
-1.5 -1.1 0.4
0.3 -1.4 0.7
-1.2 -0.3 0.0
-1.3 0.4 -0.7
-0.1 0.2 -0.7
0.2 0.1 0.0
0.1 0.1 0.1
0.2 -0.4 0.1
0.3 -0.4 -0.5
-0.1 0.1 0.1
0.0 1.5 0.3
0.0 0.0 -0.2
0.1 0.3 0.2
0.4 0.5 -0.6
0.1 0.3 1.0
1.2 0.1 0.1
0.4 -0.1 -0.4
0.1 -0.1 0.1
0.5 0.7 0.4
0.6 0.3 -0.2
0.9 0.3 0.0
-0.3 0.2 0.7
0.3 -1.4 1.1
-1.1 1.2 -1.1
-0.6 0.6 -1.4
0.2 0.6 1.1
-0.1 -0.3 0.2
-0.4 0.1 0.4
-0.5 -0.3 -0.5
0.3 -0.2 -0.2
-0.5 0.1 0.1
-0.1 0.0 -0.7
0.0 0.3 -0.2
0.4 -0.5 0.0
0.1 -0.4 1.1
0.2 0.1 -0.1
0.4 0.0 0.1
0.5 -0.2 0.7
0.3 -0.3 -0.3
-0.5 -0.1 -0.3
-0.1 0.0 -0.3
1.1 0.9 -0.1
1.8 1.6 -1.4
-0.2 -0.1 -0.1
-0.7 0.0 0.5
-0.4 -0.2 -1.2
-0.6 0.2 -1.3
-1.1 -0.2 0.5
-0.1 0.1 0.2
-0.1 -1.4 0.3
-1.1 0.1 -0.5
-0.9 -0.2 1.4
0.1 -1.1 0.4
0.3 -0.5 0.1
0.4 0.4 0.4
-0.5 0.1 0.2
-0.1 0.2 0.9
0.3 -0.2 -0.5
-0.3 0.0 0.5
0.9 -0.1 0.3
0.9 0.1 -0.2
0.1 0.2 -0.1
0.0 0.0 -0.1
-0.5 1.5 -0.5
-0.1 -0.7 -1.6
0.4 0.2 0.9
-1.4 1.7 -1.0
1.0 -0.3 2.2
-0.6 -0.4 0.2
0.1 -1.1 0.0
-0.1 0.2 -0.2
-0.2 -0.3 0.1
0.6 -0.8 0.4
0.1 -0.9 0.3
0.3 0.6 0.9
0.4 -0.8 -0.4
0.6 -0.5 0.3
-0.7 0.1 -0.4
-0.2 0.5 0.1
0.0 -0.8 -1.1
-0.5 -0.4 -0.1
0.3 0.9 -0.4
0.1 0.3 0.5
-0.3 0.7 -0.2
0.9 0.1 0.2
-0.6 0.1 0.2
1.2 1.3 -1.9
-0.6 -0.1 0.5
-0.9 0.2 0.0
1.3 -0.4 -0.1
-0.8 -1.2 0.1
-0.6 -0.8 -0.6
-0.3 -0.1 0.1
-0.1 0.0 0.2
0.0 -0.6 -0.3
0.8 -0.4 1.1
-0.4 -0.5 0.5
0.4 -0.2 -0.3
0.0 0.4 0.1
0.9 0.1 -0.3
-0.1 -0.2 0.2
-1.3 0.1 0.7
0.0 0.2 -0.3
0.5 1.0 -0.5
-0.5 0.7 0.5
0.6 -0.2 0.4
0.4 0.6 0.0
-1.3 0.7 -0.7
0.1 1.2 1.7
0.0 0.6 -0.4
-1.4 -1.8 0.7
1.6 1.0 -1.2
-0.7 0.6 0.5
2.0 1.2 0.0
0.5 0.2 0.3
0.2 -0.1 -1.0
0.0 0.1 0.6
1.2 -1.2 0.4
-0.3 -1.3 -0.8
0.6 0.6 -0.4
-0.3 1.0 0.5
-0.5 -0.4 0.0
-0.6 -0.4 0.1
-0.3 -0.1 0.4
0.0 -0.5 0.2
0.2 0.1 -0.6
-0.1 -0.6 -0.2
0.0 0.0 -0.3
-1.1 -0.9 0.2
-1.0 1.2 -1.4
0.7 1.5 -1.6
2.0 -0.6 -0.2
-1.3 -0.1 0.5
-0.1 0.6 -1.4
-0.1 0.7 -1.3
-0.9 -0.1 2.0
0.5 -0.9 0.3
0.7 -0.7 0.0
-0.8 -0.4 0.2
0.0 0.3 0.3
-0.5 -0.4 0.0
0.4 0.4 -0.2
-0.6 0.0 0.2
0.7 -0.5 1.0
0.1 -0.6 0.7
0.3 -0.1 0.9
1.0 0.2 1.5
-2.6 -1.1 0.1
0.0 -1.5 -1.6
-0.6 -1.0 -0.7
0.4 2.8 -0.3
0.3 0.1 -1.0
-0.4 0.7 0.0
-0.2 0.0 -0.2
0.4 -1.2 -0.2
0.4 1.1 -0.1
0.0 0.7 0.1
0.2 0.6 0.8
-0.5 -0.5 0.9
0.4 -1.7 -0.3
0.0 -0.1 0.3
0.2 0.5 -0.3
0.9 0.1 0.8
0.4 0.4 0.0
-1.7 0.9 1.8
1.5 -1.0 1.0
-0.2 -1.4 -1.7
-0.7 -0.2 0.8
-0.4 0.0 0.4
-0.3 -0.7 0.0
0.4 0.2 0.4
-0.3 -0.4 -0.1
0.7 0.3 -1.3
0.4 1.3 -0.3
0.1 -0.4 0.5
-0.2 0.1 -0.2
0.0 0.0 -0.1
0.4 0.7 0.0
0.1 0.2 -1.5
-0.3 -0.4 0.3
-0.2 -0.6 -0.7
-0.2 -0.4 -0.3
-2.1 -0.9 0.7
-0.2 -0.1 -0.5
0.9 1.2 0.9
0.2 0.9 1.2
-0.5 0.9 0.3
0.5 0.0 -0.2
0.1 0.0 0.6
0.9 -0.4 0.7
1.4 0.0 0.0
0.3 0.1 -0.5
0.1 0.0 0.4
-0.8 -0.6 -0.5
0.2 0.2 -0.3
0.1 0.2 -1.0
-0.6 -0.7 -0.8
0.3 -1.5 -0.6
0.1 -2.8 -0.1
0.7 2.9 1.4
-0.1 1.0 -1.1
-0.4 -0.3 0.6
-0.3 1.1 -1.3
-0.5 0.1 0.4
0.0 0.8 0.2
0.3 0.1 0.2
0.3 0.1 0.1
0.2 -0.5 0.0
-0.7 -0.2 -0.1
0.0 -0.4 0.2
0.3 -0.1 0.0
0.2 -0.1 -0.5
-0.3 -0.3 0.2
0.4 0.1 0.4
1.8 0.6 0.1
1.1 -0.4 -0.6
-0.7 0.8 -0.2
0.0 -0.1 -0.6
-1.1 1.3 -0.4
0.4 0.1 1.4
-0.9 0.8 0.5
0.2 -0.1 0.5
-0.7 -1.0 0.0
-1.1 -0.1 -0.5
-0.2 -0.4 -0.5
0.3 -0.7 0.0
0.0 -0.9 1.4
0.3 0.1 -0.7
0.5 -0.4 0.2
0.3 -0.3 -0.2
-0.3 0.6 -0.5
0.1 -1.1 -0.9
-0.7 -1.4 -0.2
-0.4 -0.3 1.6
0.2 -0.1 0.1
0.1 -0.3 -1.4
0.6 0.0 -1.6
-0.2 0.5 0.9
0.0 0.8 0.1
-0.5 0.1 0.3
0.5 1.3 -0.9
0.4 -0.2 -0.3
0.1 0.3 -0.6
0.3 0.2 0.6
0.1 0.1 0.2
-0.3 0.3 0.5
-1.3 0.4 0.3
1.0 -0.4 1.1
-0.6 -1.1 0.1
-0.5 0.0 -1.1
-0.5 0.5 0.7
-0.1 0.0 -0.5
-0.6 -0.1 -0.3
1.4 -1.0 -0.9
0.3 0.4 -0.3
0.6 0.2 0.8
-0.4 0.5 0.3
-1.5 0.7 -0.3
-0.1 -0.5 0.3
0.8 -0.7 -1.1
0.2 0.2 0.1
1.6 0.3 1.1
-0.5 0.0 -0.2
0.2 1.2 0.6
-0.1 -0.5 0.8
0.1 -0.4 -0.4
0.1 1.0 0.6
1.1 0.0 -1.1
-1.3 -0.1 0.3
-1.0 0.9 -1.1
1.4 -0.3 1.0
-0.1 -0.1 -0.3
-0.1 0.1 0.4
0.1 0.0 -0.4
0.3 0.2 0.3
-0.5 0.2 -0.2
0.1 0.0 0.2
0.8 -1.3 0.1
-0.2 0.0 0.9
0.5 -0.1 0.4
-2.0 0.4 -1.4
0.6 -0.4 0.8
0.4 -0.1 0.3
-1.0 0.8 2.2
-0.2 -0.5 0.3
0.5 0.2 0.6
1.2 -0.2 -0.3
1.2 0.0 0.5
-0.2 0.2 0.1
-0.2 0.0 -0.6
-0.2 -0.3 -0.3
0.4 -0.7 -0.7
0.5 0.1 -0.1
-0.5 0.3 0.0
-1.1 0.3 0.1
-0.2 -1.2 0.0
0.0 1.1 -0.6
1.0 0.2 -0.9
-1.5 -0.1 -0.7